{"formula": "C23H64O9", "method": "wB97M-V/def2-TZVPD", "total_charge": 0, "homo_ev": -9.77, "de_lowest_kj_mol": 237.0, "multiplicity": 1, "species": ["C", "C", "C", "O", "H", "H", "H", "H", "H", "H", "H", "H", "C", "C", "C", "O", "H", "H", "H", "H", "H", "H", "H", "H", "C", "C", "C", "O", "H", "H", "H", "H", "H", "H", "H", "H", "C", "C", "C", "O", "H", "H", "H", "H", "H", "H", "H", "H", "C", "C", "C", "O", "H", "H", "H", "H", "H", "H", "H", "H", "C", "C", "C", "O", "H", "H", "H", "H", "H", "H", "H", "H", "C", "C", "C", "O", "H", "H", "H", "H", "H", "H", "H", "H", "C", "O", "H", "H", "H", "H", "C", "O", "H", "H", "H", "H"], "xyz": [[-3.60130, -2.49630, -0.60472], [-3.65533, -1.42681, -1.69608], [-2.61659, -1.67783, -2.73276], [-4.87837, -1.35579, -2.34335], [-3.39828, -3.46453, -0.98948], [-4.45416, -2.48225, -0.02095], [-2.81057, -2.44167, 0.09551], [-3.50333, -0.46247, -1.28137], [-2.49678, -0.93145, -3.50511], [-2.87749, -2.57866, -3.29312], [-1.61713, -1.82707, -2.27576], [-5.69164, -1.55010, -1.85109], [-4.90556, 2.64907, -1.99690], [-5.02072, 1.89513, -0.67947], [-3.79246, 2.19759, 0.17627], [-6.28346, 2.26725, -0.14675], [-5.28135, 3.69769, -1.90841], [-5.63514, 2.31760, -2.69883], [-3.94461, 2.50575, -2.40862], [-5.05026, 0.79884, -0.85366], [-2.87546, 1.80455, -0.32574], [-3.83829, 1.83119, 1.18758], [-3.70965, 3.24693, 0.27905], [-6.49932, 1.61378, 0.48534], [2.68529, 0.68342, 2.15353], [1.97684, 0.91320, 3.47295], [2.52715, 2.09169, 4.16755], [0.60924, 1.16989, 3.13059], [2.52815, 1.56547, 1.59808], [2.35395, -0.24873, 1.65864], [3.76405, 0.62113, 2.12363], [1.94052, -0.02446, 4.04296], [1.96438, 2.97901, 3.92944], [3.53201, 2.49242, 4.01889], [2.42677, 1.90491, 5.25661], [0.14773, 0.27130, 3.20950], [2.71997, -3.30376, 0.52827], [1.83706, -4.39933, -0.07232], [1.96237, -5.63254, 0.81275], [0.48395, -4.02034, -0.29974], [2.91897, -2.48154, -0.12967], [3.63583, -3.74381, 0.97118], [2.23644, -2.94327, 1.42735], [2.21129, -4.67406, -1.03007], [3.00286, -5.88994, 0.85752], [1.35189, -6.44825, 0.49769], [1.68380, -5.33382, 1.80847], [0.48195, -3.41836, -1.07942], [0.52629, -2.93679, 4.74359], [-0.74885, -2.53528, 4.05961], [-1.78174, -1.83848, 4.94905], [-0.40802, -1.54328, 3.08229], [1.18431, -3.38221, 4.02539], [0.42603, -3.58889, 5.61803], [1.07750, -2.08284, 5.17278], [-1.06396, -3.41094, 3.61241], [-2.42908, -1.12718, 4.39668], [-1.36349, -1.19111, 5.70320], [-2.35339, -2.57622, 5.59422], [0.04535, -2.00157, 2.35153], [1.89410, 5.17346, -0.03014], [0.64083, 4.30999, -0.36681], [-0.65900, 5.06891, -0.11223], [0.55940, 3.90973, -1.71098], [1.96196, 6.03210, -0.64168], [2.80813, 4.52930, -0.18061], [1.87833, 5.37067, 1.07016], [0.64001, 3.41388, 0.17284], [-0.90583, 5.37241, 0.88835], [-1.45111, 4.40819, -0.51119], [-0.62134, 6.02887, -0.67427], [1.41831, 3.58250, -2.06784], [2.79908, 0.87836, -3.86540], [3.25256, 1.30125, -2.48851], [4.63094, 0.70041, -2.13859], [3.28806, 2.73635, -2.42653], [2.35706, -0.11837, -3.86377], [3.55232, 0.88027, -4.59549], [2.03987, 1.59133, -4.20918], [2.39052, 0.97470, -1.80607], [5.36274, 1.30055, -2.72639], [4.69509, -0.34607, -2.38578], [4.87679, 0.82619, -1.09808], [4.11370, 3.05734, -2.82809], [0.44807, -2.48474, -4.37708], [1.12036, -2.04693, -3.12670], [0.77793, -1.79645, -5.13472], [0.75143, -3.46468, -4.62391], [-0.60912, -2.38956, -4.22210], [0.54217, -1.34994, -2.70459], [-0.05986, 0.49495, -0.41790], [0.16523, 0.86720, -1.76690], [-0.74631, 1.19168, 0.07868], [-0.53347, -0.49357, -0.48383], [0.78725, 0.60897, 0.17757], [0.17767, 1.83480, -1.77699]], "lowdin_charge": [-0.018, -0.512, -0.059, -0.036, 0.077, 0.054, 0.063, 0.096, 0.087, 0.094, 0.069, 0.106, -0.046, -0.485, -0.049, -0.028, 0.103, 0.064, 0.064, 0.114, 0.073, 0.073, 0.059, 0.063, -0.062, -0.501, -0.063, -0.084, 0.058, 0.070, 0.075, 0.125, 0.076, 0.082, 0.089, 0.080, -0.045, -0.492, -0.047, -0.059, 0.065, 0.090, 0.053, 0.121, 0.075, 0.073, 0.068, 0.076, -0.055, -0.459, -0.042, -0.083, 0.060, 0.089, 0.083, 0.111, 0.088, 0.066, 0.100, 0.096, -0.034, -0.492, -0.044, -0.074, 0.059, 0.080, 0.090, 0.099, 0.070, 0.073, 0.093, 0.076, -0.058, -0.464, -0.036, -0.079, 0.061, 0.059, 0.091, 0.136, 0.090, 0.075, 0.063, 0.101, -0.074, -0.175, 0.071, 0.066, 0.044, 0.057, -0.125, -0.138, 0.076, 0.082, 0.028, 0.050]}

---

{"formula": "C21H37F3N5O2P", "method": "wB97M-V/def2-TZVPD", "total_charge": 0, "homo_ev": -8.37, "multiplicity": 1, "species": ["C", "C", "C", "C", "C", "P", "C", "C", "C", "O", "C", "C", "O", "C", "F", "F", "F", "H", "H", "H", "H", "H", "H", "H", "H", "H", "H", "H", "H", "H", "H", "H", "H", "H", "H", "H", "H", "H", "H", "C", "C", "N", "H", "H", "H", "C", "C", "N", "H", "H", "H", "C", "C", "N", "H", "H", "H", "C", "C", "N", "H", "H", "H", "C", "C", "N", "H", "H", "H"], "xyz": [[0.14843, -0.83543, 2.55916], [-0.65022, 0.61687, 2.56796], [-1.50902, 0.83645, 1.15420], [-1.19765, 2.32717, 0.54832], [-1.76758, 2.60097, -0.96311], [-2.72456, 1.09948, -1.72397], [-4.42685, 1.75473, -1.10415], [-5.24044, 0.42570, -0.23671], [-6.84512, 0.09043, -0.80846], [-5.52887, -0.85618, -1.08353], [-1.12990, 0.24336, -2.32828], [-1.04009, -0.01599, -3.94313], [-2.24729, -0.59157, -4.55514], [0.21091, -1.04396, -4.36225], [1.47767, -0.32804, -4.65535], [-0.23374, -1.74296, -5.62591], [0.42406, -2.13012, -3.36403], [0.27323, -1.27363, 3.65709], [1.22736, -0.71353, 2.06798], [-0.45442, -1.59198, 1.89620], [0.12125, 1.49697, 2.73760], [-1.36101, 0.64180, 3.52497], [-2.65139, 0.72343, 1.47925], [-1.17715, -0.05660, 0.45425], [-1.68460, 3.10235, 1.31421], [-0.01613, 2.49086, 0.50148], [-2.50531, 3.53846, -0.91659], [-0.89044, 2.95513, -1.69152], [-3.22439, 1.32840, -3.08600], [-3.02186, -0.12958, -0.97750], [-5.18441, 2.01070, -1.95856], [-4.35160, 2.57530, -0.27347], [-5.02908, 0.32319, 0.99557], [-7.49543, -0.71344, -0.24885], [-6.89289, 0.24972, -1.98974], [-0.20058, 0.91297, -2.01669], [-1.00070, -0.77147, -1.71373], [-0.76111, 1.02307, -4.45697], [-2.67771, 0.19993, -5.03764], [3.49474, -2.01293, -2.28021], [3.62943, -1.33376, -0.98077], [3.73586, -0.79705, 0.04600], [3.58187, -3.09997, -2.17953], [2.52460, -1.80794, -2.74517], [4.26667, -1.69071, -2.98701], [3.39484, -1.70924, 4.72071], [2.63513, -0.77012, 5.56265], [2.03481, -0.02803, 6.22789], [3.80178, -2.53996, 5.30695], [2.76925, -2.14441, 3.93417], [4.23965, -1.21746, 4.22702], [7.49403, -2.21752, -1.28232], [6.81647, -2.58101, -2.53801], [6.28104, -2.86825, -3.53020], [8.43073, -1.68151, -1.46849], [6.86922, -1.56969, -0.65836], [7.74060, -3.10170, -0.68507], [0.51324, 6.14189, -1.37607], [-0.57372, 5.62019, -0.53090], [-1.43261, 5.20800, 0.13696], [0.78906, 5.43288, -2.16386], [0.22909, 7.07796, -1.86844], [1.41747, 6.34489, -0.79261], [-0.98480, -3.90836, 5.51437], [0.26867, -3.89687, 4.74193], [1.25912, -3.88775, 4.13155], [-1.03991, -4.77374, 6.18329], [-1.08519, -3.01226, 6.13590], [-1.86247, -3.94853, 4.86064]], "nbo_charge": [-0.641, -0.408, -0.441, -0.432, -0.713, 1.027, -0.769, 0.059, -0.215, -0.591, -0.800, 0.038, -0.698, 0.971, -0.348, -0.349, -0.352, 0.216, 0.227, 0.205, 0.211, 0.204, 0.211, 0.211, 0.249, 0.219, 0.263, 0.221, -0.053, -0.021, 0.227, 0.226, 0.223, 0.227, 0.235, 0.229, 0.242, 0.202, 0.483, -0.744, 0.308, -0.375, 0.259, 0.271, 0.273, -0.736, 0.303, -0.359, 0.253, 0.286, 0.252, -0.730, 0.301, -0.349, 0.256, 0.268, 0.258, -0.724, 0.308, -0.348, 0.254, 0.258, 0.260, -0.728, 0.315, -0.362, 0.257, 0.263, 0.258]}

---

{"formula": "C2H6N2O2", "method": "wB97M-V/def2-TZVPD", "total_charge": 0, "homo_ev": -8.29, "de_lowest_kj_mol": 438.8, "multiplicity": 1, "species": ["C", "C", "O", "H", "H", "H", "H", "N", "N", "O", "H", "H"], "xyz": [[1.79342, 1.54817, -0.33562], [1.04866, 0.63318, -0.95740], [-0.28829, 0.58474, -0.84028], [1.33824, 2.34741, 0.22354], [2.86655, 1.52132, -0.39796], [1.52044, -0.18761, -1.49376], [-0.83647, -0.34352, -1.14851], [-1.54526, -1.14644, 1.46315], [-0.94417, -1.71259, 0.46386], [-1.55343, -1.58575, -0.63906], [-1.04862, -1.12609, 2.34004], [-2.35106, -0.53282, 1.32200]], "nbo_charge": [-0.549, 0.162, -0.753, 0.196, 0.202, 0.158, 0.507, -0.517, 0.282, -0.481, 0.402, 0.392]}

---

{"formula": "C19H39F3NO4Si", "method": "wB97M-V/def2-TZVPD", "total_charge": 1, "homo_ev": -12.53, "de_lowest_kj_mol": 0.0, "multiplicity": 1, "species": ["C", "C", "C", "C", "C", "C", "N", "C", "C", "O", "C", "C", "C", "O", "Si", "C", "C", "C", "C", "H", "H", "H", "H", "H", "H", "H", "H", "H", "H", "H", "H", "H", "H", "H", "H", "H", "H", "H", "H", "H", "H", "H", "H", "H", "H", "H", "H", "H", "H", "H", "H", "H", "H", "C", "C", "O", "C", "O", "C", "F", "F", "F", "H", "H", "H", "H", "H"], "xyz": [[6.11075, -2.74097, 0.88223], [6.60983, -1.29586, 1.03076], [6.24375, -0.35813, -0.13972], [5.41134, 0.84617, 0.29501], [3.97695, 0.43401, 0.63528], [3.34962, 1.43885, 1.58492], [1.92208, 1.13060, 2.04135], [1.39514, -0.23560, 1.72926], [0.09091, -0.43112, 2.52139], [-0.37614, 0.80373, 3.04515], [-0.46083, 1.88443, 2.12642], [-1.57926, 1.78447, 1.06519], [-2.76420, 0.87659, 1.39959], [-2.58486, -0.38664, 0.77460], [-3.71845, -1.62376, 0.94902], [-2.85252, -3.05206, 1.77645], [-4.26104, -2.08090, -0.77282], [-5.15307, -1.04127, 1.97819], [0.93792, 2.11642, 1.49306], [6.83263, -3.45773, 1.27215], [5.17476, -2.90835, 1.42113], [5.93628, -2.99877, -0.16390], [6.21314, -0.87051, 1.95923], [7.69292, -1.30313, 1.15663], [7.14381, -0.00274, -0.64232], [5.68090, -0.92161, -0.89156], [5.87840, 1.30248, 1.17545], [5.40277, 1.60672, -0.48933], [3.38866, 0.38201, -0.28567], [3.99228, -0.56537, 1.07536], [3.94520, 1.54107, 2.49248], [3.29961, 2.41726, 1.10903], [1.89184, 1.21507, 3.05894], [2.13368, -0.98209, 2.00675], [1.24937, -0.26881, 0.65085], [0.26784, -1.05799, 3.39406], [-0.65490, -0.90722, 1.88576], [-0.66686, 2.73675, 2.77199], [-1.18023, 1.45502, 0.10178], [-1.96540, 2.79600, 0.91623], [-2.86141, 0.76295, 2.48398], [-3.68021, 1.34778, 1.03421], [-1.85101, -3.17432, 1.35150], [-2.75044, -2.91158, 2.85518], [-3.39116, -3.98611, 1.60364], [-3.46268, -1.85511, -1.48429], [-4.50089, -3.14178, -0.86159], [-5.13880, -1.50164, -1.06885], [-4.85984, -0.75542, 2.99106], [-5.85582, -1.87502, 2.06824], [-5.69244, -0.20660, 1.52573], [1.31356, 3.11737, 1.70052], [0.94284, 1.96056, 0.41326], [-3.28494, 2.03447, -2.67595], [-2.41368, 0.92558, -3.22252], [-2.98360, 0.33552, -4.40704], [-2.78192, 1.00599, -5.53516], [-2.17474, 2.02560, -5.66779], [-3.43368, 0.24812, -6.71846], [-4.68518, -0.12442, -6.42151], [-2.71536, -0.85615, -6.98531], [-3.45738, 1.01747, -7.80208], [-4.29313, 1.67006, -2.47860], [-2.85448, 2.39938, -1.74181], [-3.34320, 2.86804, -3.37395], [-2.33167, 0.10169, -2.51554], [-1.41337, 1.29056, -3.45727]], "nbo_charge": [-0.610, -0.410, -0.396, -0.388, -0.430, -0.201, -0.341, -0.252, -0.102, -0.516, 0.082, -0.463, -0.057, -0.908, 1.888, -1.149, -1.146, -1.156, -0.237, 0.226, 0.194, 0.209, 0.185, 0.222, 0.226, 0.199, 0.200, 0.218, 0.216, 0.214, 0.225, 0.222, 0.441, 0.238, 0.223, 0.210, 0.229, 0.213, 0.213, 0.235, 0.187, 0.187, 0.233, 0.240, 0.253, 0.241, 0.250, 0.247, 0.242, 0.256, 0.245, 0.234, 0.219, -0.637, -0.079, -0.479, 0.695, -0.540, 0.900, -0.306, -0.310, -0.294, 0.221, 0.206, 0.234, 0.194, 0.195]}

---

{"formula": "C16H29N2O2P", "method": "wB97M-V/def2-TZVPD", "total_charge": 0, "homo_ev": -8.41, "multiplicity": 1, "species": ["C", "P", "C", "C", "C", "C", "N", "C", "C", "N", "C", "C", "O", "C", "O", "H", "H", "H", "H", "H", "H", "H", "H", "H", "H", "H", "H", "H", "H", "H", "C", "C", "C", "C", "C", "C", "H", "H", "H", "H", "H", "H", "H", "H", "H", "H", "H", "H", "H", "H"], "xyz": [[1.99902, 0.04008, 1.73654], [1.07872, -0.14456, 0.12694], [1.87588, -1.39749, -1.00203], [0.77149, 1.50082, -0.73327], [0.18997, 1.13207, -2.17087], [-0.33370, 2.29340, -0.04300], [-1.21371, 2.83584, 0.39624], [2.04632, 2.37749, -0.99302], [1.62583, 3.59343, -1.84433], [1.42329, 4.52883, -2.43294], [2.71826, 2.96785, 0.30002], [4.22880, 2.58778, 0.25076], [4.96028, 3.03083, 1.40050], [6.29990, 3.06568, 0.98821], [7.04548, 2.18613, 1.17814], [1.57359, 0.83393, 2.38713], [3.07748, 0.27625, 1.57689], [1.93164, -0.94732, 2.24530], [2.98726, -1.32994, -0.95517], [1.62188, -2.39641, -0.57990], [1.49361, -1.35184, -2.04188], [-0.35809, 0.16651, -2.11044], [-0.41073, 1.95422, -2.59520], [1.08724, 0.91684, -2.79822], [2.80500, 1.81160, -1.57108], [2.68706, 4.07899, 0.23714], [2.21581, 2.70073, 1.24775], [4.64719, 3.11735, -0.64843], [4.33951, 1.49953, 0.03098], [6.60569, 3.99211, 0.44092], [-4.58431, -4.46990, 0.82700], [-4.41414, -3.44509, -0.28872], [-2.98321, -2.92303, -0.41772], [-2.45063, -2.17263, 0.80537], [-3.27978, -0.96466, 1.23484], [-3.34361, 0.12505, 0.17252], [-4.36112, -4.04171, 1.80603], [-5.61357, -4.83332, 0.85368], [-3.92765, -5.32898, 0.66957], [-5.11136, -2.61643, -0.13632], [-4.69841, -3.91270, -1.23653], [-2.92482, -2.27342, -1.29712], [-2.31508, -3.76662, -0.62416], [-1.42567, -1.84470, 0.59053], [-2.37038, -2.86370, 1.65103], [-2.83506, -0.54406, 2.14184], [-4.29430, -1.27189, 1.50642], [-2.34323, 0.47510, -0.08214], [-3.91417, 0.98030, 0.53996], [-3.82949, -0.22834, -0.73976]], "nbo_charge": [-0.929, 0.757, -0.928, -0.385, -0.604, 0.276, -0.295, -0.293, 0.269, -0.311, -0.425, -0.074, -0.550, 0.657, -0.499, 0.256, 0.216, 0.254, 0.220, 0.255, 0.253, 0.234, 0.251, 0.210, 0.249, 0.240, 0.235, 0.174, 0.175, 0.119, -0.609, -0.398, -0.395, -0.408, -0.398, -0.608, 0.202, 0.209, 0.199, 0.196, 0.199, 0.197, 0.195, 0.215, 0.194, 0.202, 0.191, 0.202, 0.215, 0.194]}

---

{"formula": "C5H6O", "method": "wB97M-V/def2-TZVPD", "total_charge": 0, "homo_ev": -8.92, "de_lowest_kj_mol": 339.8, "multiplicity": 1, "species": ["C", "C", "C", "C", "C", "O", "H", "H", "H", "H", "H", "H"], "xyz": [[-0.22054, -0.27908, 1.62370], [0.77635, -0.65998, 0.78163], [0.70969, -0.23468, -0.62253], [-0.47192, 0.92396, -0.80992], [-0.54080, -0.43418, -1.35988], [-1.12210, -1.16890, -2.11410], [0.01852, -0.02480, 2.65890], [-1.28183, -0.36720, 1.37846], [1.76029, -0.93066, 1.17506], [1.63429, -0.06332, -1.18097], [-0.56750, 1.69006, -1.58773], [-0.69446, 1.54877, 0.05737]], "nbo_charge": [-0.404, -0.186, -0.345, -0.571, 0.603, -0.482, 0.204, 0.207, 0.218, 0.241, 0.247, 0.268]}

---

{"formula": "C3H4ClN3S", "method": "wB97M-V/def2-TZVPD", "total_charge": 0, "homo_ev": -8.56, "de_lowest_kj_mol": 118.5, "multiplicity": 1, "species": ["N", "C", "N", "C", "C", "Cl", "N", "S", "H", "H", "H", "H"], "xyz": [[2.06166, 0.40585, -0.04091], [0.78121, -0.23710, -0.12029], [0.50412, -1.52957, 0.00771], [-0.94715, -1.62368, 0.07909], [-1.48241, -0.39616, -0.13993], [-3.03361, 0.36037, -0.10264], [-0.37381, 0.52207, -0.21985], [-0.31792, 2.22187, -0.04566], [2.75897, -0.39269, -0.02379], [2.21462, 1.07188, -0.79091], [-1.51771, -2.52088, 0.02426], [-0.64796, 2.11805, 1.37292]], "nbo_charge": [-0.823, 0.522, -0.499, -0.099, 0.045, 0.042, -0.556, 0.216, 0.402, 0.390, 0.223, 0.137]}